Density functional theory data (ωB97M-V with the def2-TZVPD basis set) for a molecular structure, C20H70AgBO35.

Geometry as XYZ:
```
127
Properties=species:S:1:pos:R:3:forces:R:3:mulliken_charge:R:1
H -8.097040 11.219222 -1.367971 -0.5 0.3 -1.1 -0.0540
H -6.324437 11.682263 3.629725 1.6 0.1 -1.0 0.4608
H -15.468409 10.655957 2.054013 0.0 -1.4 0.2 -0.4061
H -15.936753 9.424898 6.065493 0.6 -1.3 0.3 0.5435
C -14.491339 9.172888 4.286002 -0.3 -0.2 2.4 -0.7777
C -8.230311 12.221084 2.923873 0.6 0.2 -0.2 0.5007
O -6.637016 12.415625 -1.994824 0.9 0.2 -0.6 -0.6445
O -16.315224 10.506909 4.500264 -2.2 2.7 -1.6 -0.5639
H -11.954132 12.432334 -2.416817 1.5 -0.2 -0.6 0.2855
H -8.263839 11.203046 1.211635 0.6 2.0 1.1 0.2325
O -9.711287 11.071439 -3.335778 -0.5 -0.8 -1.3 -0.5205
O -13.488374 6.672780 2.147858 1.1 -0.5 -1.1 -0.6063
H -16.277338 10.290901 -0.794658 -0.1 0.1 0.4 0.3969
C -12.630340 13.160116 -2.048313 0.3 0.4 -1.3 0.6056
H -16.709842 8.484544 0.457501 -0.7 0.6 -0.2 0.4264
Ag -12.150713 7.718772 -1.974107 -0.2 0.1 -0.4 0.4149
O -11.386061 15.061045 3.585724 -2.4 -0.2 1.2 -0.5191
H -10.475589 6.390584 5.344049 -0.3 -0.8 0.4 0.2141
C -7.310082 11.356655 3.782504 -0.6 1.0 -0.1 -0.7539
O -16.700670 12.999033 2.790721 -1.1 -0.1 2.0 -0.6912
H -9.690263 12.124515 5.246256 0.7 0.0 -0.1 0.1979
H -9.280069 9.410099 -0.876072 -1.1 2.2 1.5 0.0683
C -7.594181 11.434861 -2.346316 -1.1 -0.4 2.3 -0.0152
O -13.987266 14.007343 3.119500 -1.1 -1.6 1.0 -0.5878
H -8.717213 12.863441 -3.570260 -0.3 0.7 0.3 0.2898
O -8.898327 9.553914 1.648827 0.5 0.1 -2.3 -0.7098
H -8.103966 13.287702 3.118738 0.0 -0.2 0.6 0.7203
O -12.049869 11.401571 3.380526 4.3 -2.6 -4.0 1.7886
H -12.905044 14.413495 -3.964216 -0.5 -1.0 0.4 0.3794
H -14.344391 14.295465 6.031071 0.1 -0.1 -0.7 -0.1695
O -13.840320 12.449462 -2.052991 -1.7 0.1 -0.3 -0.3951
H -14.208656 12.526461 -2.948141 0.0 -0.1 0.4 0.2754
H -11.416299 7.258194 2.074923 0.0 -0.5 -0.7 -0.1386
H -10.487221 8.656887 4.445972 0.3 -0.6 0.0 0.2735
O -11.444847 15.165293 -3.009425 1.4 -0.3 -1.3 -0.6074
H -8.452342 13.434867 0.167278 -0.3 -1.5 2.5 0.1935
H -14.712333 10.861978 -0.261601 -1.2 -0.4 1.2 -0.3698
H -16.555362 12.729568 1.909065 0.5 -0.2 -2.4 0.0863
H -14.199396 9.889003 3.497143 0.0 -0.6 0.3 0.5808
H -15.532208 14.967128 1.140667 -0.3 0.5 -0.2 0.5355
H -13.598112 13.335113 7.783567 -0.5 -0.1 -0.1 0.3391
O -14.750230 14.678969 0.649334 0.0 -0.4 -0.5 -0.8138
C -15.373629 9.962785 5.315370 0.2 -2.7 -1.1 -0.8050
O -11.862276 9.841825 6.577240 0.1 -0.4 -0.3 -0.6173
O -14.538780 13.125258 7.678542 0.2 0.1 0.4 -0.5726
O -13.595191 12.232439 1.917341 0.1 -2.2 -3.6 1.6629
C -11.029270 11.105075 0.238133 4.9 1.9 -3.3 0.2675
H -14.888793 10.690231 5.877508 1.2 1.6 0.4 -0.0783
C -11.784900 9.937797 0.518197 -0.1 -4.9 -3.8 -1.1270
O -10.691180 15.676349 -0.003349 -0.6 -0.1 1.1 -0.6397
H -15.531788 12.745712 -0.392626 -0.7 -0.1 0.5 0.3381
C -12.272418 7.106983 2.717238 -0.3 1.1 1.3 1.5615
H -14.954397 7.848040 -0.104324 -1.9 1.9 0.7 0.3486
C -12.638522 14.457886 -2.895656 -0.1 0.6 0.3 -0.6368
H -10.913869 15.212400 -2.230375 0.2 0.0 1.4 0.3297
H -11.375539 6.816526 0.323557 0.1 1.1 1.3 0.0040
O -10.893689 6.840946 4.623317 1.5 1.5 -0.6 -0.4941
C -15.811253 10.853017 0.045955 -0.3 1.4 -2.3 0.2415
H -12.243186 15.952377 1.351494 -0.2 0.9 -0.3 0.3914
H -9.973841 14.292405 2.332618 -0.2 -0.2 0.0 -0.3906
H -6.032459 12.041571 -1.328569 -0.4 0.3 -0.4 0.3587
H -10.899146 14.615822 4.278152 0.4 -0.2 0.0 0.3309
H -17.182957 10.398628 1.888855 1.0 0.3 -1.6 0.1434
H -12.811793 6.470279 4.524862 -1.6 -0.3 1.1 0.3434
O -16.098345 8.828784 1.105214 1.4 -1.8 1.5 -0.7000
H -8.043561 11.549559 -4.346157 0.6 -0.8 -2.1 0.4474
O -7.977309 12.125008 1.556820 0.5 -2.1 -2.3 -0.7132
C -11.961303 6.281065 3.940716 -0.4 0.3 0.0 -0.7016
H -17.024550 9.916558 4.252706 0.0 -0.4 0.4 0.3844
O -11.468262 6.165745 -0.341006 0.5 -2.5 -0.8 -0.7161
O -10.185639 11.243743 -0.632155 -0.9 -0.9 0.2 -0.1201
H -12.372271 13.356210 -1.034484 0.1 0.5 0.8 -0.4966
H -11.905083 5.237298 3.763111 0.4 -1.1 -0.3 0.4804
O -13.023463 11.993849 5.147485 0.2 1.8 0.3 -1.0655
O -12.628801 10.150357 1.386932 -2.2 0.3 3.4 0.3508
C -15.112037 14.087031 6.766063 4.0 -1.0 0.0 -0.0478
C -12.799065 12.190041 3.957055 -3.4 -1.5 6.2 -0.4068
H -8.529318 8.726082 1.310113 -0.2 0.3 0.6 0.2586
H -14.262835 14.308245 1.398600 0.1 0.2 -0.3 -0.3994
O -7.533865 11.614979 5.144693 -0.2 -1.4 2.1 -0.5893
H -7.976430 13.595526 -1.118607 0.8 0.2 -1.4 0.3976
O -14.273209 7.480095 -0.613561 1.1 -0.9 -1.6 -0.7031
C -16.186531 10.198809 1.352302 -0.7 1.5 0.1 0.6557
O -16.275953 12.207640 -0.023820 0.9 -0.2 0.1 -0.7737
O -10.030762 9.450901 4.129973 -0.1 -0.1 0.0 -0.8848
O -11.266913 12.020855 1.065267 -2.0 1.3 3.1 1.2381
O -16.243944 15.894411 2.604038 0.1 1.4 -0.7 -0.8577
H -16.618851 13.965919 4.345223 0.1 -0.3 -0.2 0.4440
H -16.275720 15.144286 3.156206 -0.5 -1.5 0.8 0.1721
H -10.810580 12.913772 5.819519 -0.4 0.2 0.2 0.2423
O -9.006124 8.624017 -1.264080 1.2 -2.7 -2.1 -0.7039
C -13.693384 12.823646 3.023242 0.6 6.8 0.9 0.9942
H -12.238517 10.614544 6.122956 -0.1 0.2 0.3 0.1953
H -13.287401 15.173915 -2.431189 -1.3 0.0 0.4 0.3974
H -9.842121 15.222508 0.040944 0.4 -0.2 -0.4 0.3973
H -15.757604 8.417123 3.062280 -0.1 -0.6 -0.1 0.4673
H -16.962636 13.629225 7.006227 -1.2 -1.2 0.3 0.3569
H -10.656735 10.115354 4.423384 0.0 0.6 0.0 -0.2456
B -12.342245 11.466216 1.944472 -0.8 0.8 0.2 -0.7669
C -11.430194 15.275706 1.149580 -1.4 -0.6 0.3 0.3950
C -8.556830 11.801307 -3.483406 1.4 1.0 1.7 -0.5579
H -9.945039 15.902520 2.642097 1.7 2.7 -0.5 0.8052
O -16.749366 14.367385 5.202651 -1.0 1.2 -1.2 -0.6646
O -15.241232 8.047577 3.798550 -0.1 0.9 -0.8 -0.8064
H -11.078939 5.321697 -0.000137 -0.6 1.1 -0.5 0.3178
H -12.037838 14.321627 0.968137 1.2 0.8 0.2 -0.8000
O -11.728659 8.888316 -0.121269 0.6 0.7 0.8 1.9197
O -10.149699 12.961795 5.128332 -0.2 0.0 0.2 -0.6367
H -7.231450 10.459123 -2.585082 1.1 -0.6 -0.4 0.3850
H -12.422460 8.109113 3.141789 0.1 0.1 -0.3 -1.4159
H -16.214322 12.523803 5.771254 0.3 -1.3 0.1 -0.2966
H -14.176441 7.016470 2.724433 -0.6 0.3 0.4 0.6172
H -13.659205 8.710144 4.787301 0.8 0.2 0.1 0.7734
H -11.682678 10.069782 7.491927 -0.1 0.2 0.0 0.2743
O -8.428792 14.113229 -0.463988 -0.3 1.4 -0.9 -0.7391
H -13.919912 6.986107 0.112771 1.3 -1.1 0.8 0.3550
H -17.516702 12.530831 3.042004 0.5 0.3 0.0 0.2274
H -15.411519 16.259506 2.913762 0.2 0.5 -0.2 0.3406
H -7.153032 10.831764 5.636431 -0.8 1.5 -0.7 0.3424
H -9.259648 9.500475 2.520944 -0.5 -0.7 1.7 0.2952
C -16.297066 13.496327 6.170898 -1.1 1.5 1.1 0.2937
H -8.966059 7.876594 -0.668433 -0.2 0.3 0.3 0.3541
H -7.425438 10.313441 3.606415 -0.1 -0.8 -0.6 0.3361
C -10.638100 15.172552 2.455091 1.3 -2.7 -1.9 -0.2593
H -10.103586 11.490484 -2.594876 -1.1 0.1 1.3 0.0397
H -9.245784 11.959270 3.003456 -1.5 -0.3 1.0 -0.8036
H -15.224165 15.029449 7.238810 -1.0 0.9 0.7 0.4947
```
Positions in Å, forces in eV/Å.

2S+1   1
DFT total energy   -3609.1861 hartree
Total charge   0